{
  "formula": "C31H38F6N4OP2Sn",
  "method": "ωB97M-V/def2-TZVPD",
  "species": ["Sn", "P", "P", "F", "F", "F", "F", "F", "F", "O", "N", "N", "N", "N", "C", "C", "C", "C", "C", "C", "C", "C", "C", "C", "C", "C", "C", "C", "C", "C", "C", "C", "C", "C", "C", "C", "C", "C", "C", "C", "C", "C", "C", "C", "C", "H", "H", "H", "H", "H", "H", "H", "H", "H", "H", "H", "H", "H", "H", "H", "H", "H", "H", "H", "H", "H", "H", "H", "H", "H", "H", "H", "H", "H", "H", "H", "H", "H", "H", "H", "H", "H", "H"],
  "positions_angstrom": [[-0.7058, -2.2995, 2.9596], [1.6227, -1.4218, -1.8897], [-2.3721, -0.6254, -2.1480], [-1.7053, 1.1192, 5.7090], [-0.2397, 0.5793, 7.2479], [-0.1297, -3.3753, 6.1659], [0.9213, -1.7032, 7.0966], [0.2243, 0.3103, 5.0954], [-0.8428, -2.5546, 8.0766], [-1.5579, -1.7100, 4.7603], [-2.4617, 1.0337, -2.8787], [-3.8024, -1.1765, -3.0371], [2.3199, -2.6112, -3.0140], [2.8799, -0.2043, -2.2609], [3.1011, 0.5106, -3.4439], [4.9565, 0.7492, -2.1386], [-1.9929, 3.2782, -2.7831], [4.3560, 1.1208, -3.3947], [4.0489, -0.0862, -1.4881], [-2.1480, 1.4809, -4.1803], [2.9461, -4.6508, -3.7973], [-0.3227, -2.2166, 6.8578], [-1.3357, -1.2785, 6.0719], [1.3477, -2.6331, 3.7196], [1.5713, 4.3921, 1.7860], [2.6136, -3.9346, -2.6542], [0.3584, -0.6662, -3.0731], [-0.3956, 3.3759, 3.0836], [2.4948, 3.3287, 1.2897], [-0.7511, 0.1930, 6.0373], [-5.4918, -1.4695, -4.5382], [2.3126, 2.0041, 1.3916], [-0.9934, -1.3933, -3.1631], [-0.9260, 2.9006, 1.9451], [0.9722, 1.2870, 1.3566], [-1.8985, 2.8556, -4.1584], [2.5480, -2.4894, -4.3900], [0.9338, 4.0371, 3.1954], [-4.4906, -0.6030, -4.1147], [-2.6736, -1.2367, 6.8012], [2.9251, -3.7280, -4.8978], [-2.4453, 2.1823, -2.0569], [-5.4601, -2.6087, -3.6648], [-0.2083, 2.1782, 0.8257], [-4.4294, -2.4069, -2.7590], [3.2074, 1.3754, 1.5608], [-4.2146, 0.3687, -4.4862], [-2.2244, 0.8223, -5.0422], [0.7616, 0.8455, 2.3556], [2.4280, -1.5424, -4.8947], [-1.7172, 4.2503, -2.3684], [3.1597, -3.9437, -5.9318], [1.6800, 3.4375, 3.7486], [0.1388, 2.8821, 0.0390], [1.0486, 0.3689, 0.7363], [5.9334, 1.0590, -1.7647], [3.4443, 3.7202, 0.8982], [-2.9796, -2.2786, 6.9802], [-3.3874, -0.7202, 6.1423], [0.7572, 4.6065, 1.0807], [2.0195, -1.8073, 3.4167], [2.5711, -4.2354, -1.6185], [-2.5534, -0.7046, 7.7594], [2.3393, 0.5710, -4.2109], [-6.1265, -3.4626, -3.7049], [-2.0095, 2.9259, 1.8052], [-1.2946, -1.4276, -4.2237], [3.1726, -5.7089, -3.8530], [0.1991, 0.3663, -2.7268], [-1.6843, 3.4901, -5.0217], [4.1022, -0.5951, -0.5360], [-0.9486, 1.5490, 0.2834], [4.7881, 1.7455, -4.1761], [0.7933, -0.6156, -4.0882], [2.1456, 5.3325, 1.8598], [0.7936, 4.9878, 3.7523], [-0.8805, -2.4343, -2.8102], [-2.8154, 2.1455, -1.0400], [-1.0852, 3.5437, 3.9127], [-6.1694, -1.3020, -5.3673], [1.6040, -3.5302, 3.1306], [1.4163, -2.9099, 4.7854], [-4.0870, -3.0088, -1.9299]],
  "lowdin_charge": [1.186, 1.098, 1.089, 0.121, 0.130, 0.094, 0.129, 0.110, 0.117, -0.456, -0.261, -0.280, -0.270, -0.267, -0.165, -0.094, -0.093, -0.085, -0.158, -0.173, -0.101, -0.471, -0.415, -0.345, -0.189, -0.157, -0.410, -0.125, -0.128, -0.484, -0.090, -0.115, -0.400, -0.118, -0.181, -0.084, -0.139, -0.172, -0.137, 0.005, -0.085, -0.167, -0.104, -0.190, -0.159, 0.103, 0.079, 0.105, 0.094, 0.085, 0.097, 0.092, 0.115, 0.111, 0.073, 0.093, 0.103, 0.105, 0.104, 0.101, -0.010, 0.090, 0.105, 0.089, 0.091, 0.097, 0.083, 0.090, 0.068, 0.097, 0.092, 0.077, 0.094, 0.053, 0.108, 0.114, 0.068, 0.094, 0.098, 0.092, -0.031, -0.019, 0.093],
  "gap_ev": 7.35,
  "homo_energy_ev": -8.3,
  "molar_mass_g_mol": 777.3,
  "total_charge": 0,
  "multiplicity": 1
}

{
  "formula": "C32H83CuKN7O17S2",
  "method": "ωB97M-V/def2-TZVPD",
  "species": ["Cu", "K", "S", "S", "O", "O", "O", "O", "O", "O", "O", "O", "O", "O", "O", "O", "O", "O", "O", "O", "O", "N", "N", "N", "N", "N", "N", "N", "C", "C", "C", "C", "C", "C", "C", "C", "C", "C", "C", "C", "C", "C", "C", "C", "C", "C", "C", "C", "C", "C", "C", "C", "C", "C", "C", "C", "C", "C", "C", "C", "H", "H", "H", "H", "H", "H", "H", "H", "H", "H", "H", "H", "H", "H", "H", "H", "H", "H", "H", "H", "H", "H", "H", "H", "H", "H", "H", "H", "H", "H", "H", "H", "H", "H", "H", "H", "H", "H", "H", "H", "H", "H", "H", "H", "H", "H", "H", "H", "H", "H", "H", "H", "H", "H", "H", "H", "H", "H", "H", "H", "H", "H", "H", "H", "H", "H", "H", "H", "H", "H", "H", "H", "H", "H", "H", "H", "H", "H", "H", "H", "H", "H", "H"],
  "positions_angstrom": [[-1.4553, -2.1229, -2.6962], [-3.4423, 1.2171, -1.8629], [-3.8375, -1.4922, -4.0722], [-0.8022, -0.4372, -0.5702], [-3.9139, -1.6671, -5.5437], [5.4813, 0.4366, -3.1951], [-5.0320, -1.0817, -3.4215], [0.9616, -0.1185, 6.5963], [-0.8769, 0.9803, -0.4689], [-3.3512, -2.6918, -3.4087], [2.3902, 4.8325, 1.2658], [-2.7281, -0.6337, -3.6958], [-4.6324, -1.2566, 2.9398], [4.9785, -4.2966, 1.3485], [-2.0474, -1.0459, -1.0012], [0.1132, -5.7585, -3.2143], [-0.0310, -0.8379, -1.7444], [-3.6892, -2.9488, 3.9453], [-0.3501, -1.0933, 0.6708], [0.3375, 2.9269, -3.9528], [-5.0672, 5.8724, 1.3423], [-0.5845, 2.6972, 1.6591], [-0.4572, -3.5629, -1.0730], [3.2742, -0.6325, -1.8005], [2.0938, -2.4677, -0.0893], [-3.4164, 2.6389, 0.5655], [-3.1435, 1.8436, -4.8595], [-0.8791, -0.1128, 3.1970], [1.2440, -6.2497, -3.8696], [3.6486, 0.6593, 0.1645], [0.1158, 3.9509, 1.5051], [3.8843, 0.5454, -1.3131], [-0.0642, 0.0765, 5.5579], [-1.8042, 2.4782, -5.0428], [-6.3710, 6.1508, 2.0017], [2.3186, 5.7231, 0.1598], [0.3211, -0.1664, 4.0807], [2.9366, -2.8977, 1.0391], [-3.1950, 4.7036, -0.8278], [-2.0911, 3.8716, -5.6459], [-2.1725, -3.6987, 2.3866], [-3.6778, 4.0618, 0.4702], [-3.0761, -2.6554, 1.7487], [-2.2180, -5.0856, -1.2218], [-0.7348, -4.9619, -0.9736], [5.3202, 0.4138, -1.7837], [-5.0451, 4.4411, 0.9763], [-3.8634, -2.2247, 2.8538], [0.1384, -5.9527, -1.7863], [-2.7640, -3.9788, 3.7931], [1.3821, -1.4739, 6.8220], [1.1772, 2.3689, -3.0039], [4.1553, -3.6081, 0.3358], [-1.0562, 2.5501, -3.7126], [5.8093, 1.6755, -3.8289], [1.6464, 3.6613, 1.2946], [-0.2228, 4.8213, 2.7592], [2.0663, -3.8592, 1.8716], [5.8711, -5.1700, 0.6696], [1.3292, 0.8309, 3.5672], [1.5951, -7.1894, -3.4433], [5.8578, 1.7351, -4.9162], [-2.6325, -1.7586, 1.3163], [-1.1523, 4.4049, -5.7952], [0.5947, -2.0694, 7.2841], [2.5935, -1.9308, -0.7836], [3.8703, 1.6617, 0.5308], [3.7271, -4.4033, -0.2745], [-3.0960, 5.7870, -0.7592], [0.9190, 1.8295, 3.7178], [-2.0370, -3.9580, 4.6050], [1.6307, 0.7016, 2.5277], [0.3265, 5.7561, 2.6472], [6.8273, 1.9392, -3.5420], [-1.2680, 5.0693, 2.9443], [-3.7109, 2.3657, 1.4922], [4.1628, -0.1180, 0.7298], [-0.2765, 4.4541, 0.6213], [5.1736, 2.4830, -3.4657], [-5.6786, 4.1597, 0.1351], [-2.5748, 3.8475, -6.6224], [0.4992, -3.4128, -0.7849], [-3.9292, 4.4207, -1.5821], [6.4939, -4.5419, 0.0327], [2.6444, -4.4824, 2.5539], [2.2299, -1.4547, 7.5067], [1.0424, -6.2778, -4.9404], [1.3246, 6.1645, 0.2324], [-2.9293, 4.3849, 1.1937], [2.3402, 5.1617, -0.7743], [-0.2458, 2.0730, 2.3773], [-6.2103, 6.9664, 2.7067], [-2.4568, -5.0612, -2.2850], [-3.2084, -4.9675, 3.6785], [5.7013, -0.5337, -1.4027], [-1.1851, -3.2429, 2.4599], [-2.4415, 2.3762, 0.5386], [-5.1612, 3.8060, 1.8545], [2.1188, 2.8274, -3.3059], [6.5448, -5.6749, 1.3619], [-2.7213, -4.2292, -0.7731], [3.3731, -2.0790, 1.6113], [-0.6320, -0.4306, 2.2707], [2.2152, 0.8623, 4.2013], [-1.5937, -0.7448, 3.5286], [3.4221, 1.3777, -1.8439], [-0.0576, -6.9669, -1.4386], [0.1891, 4.3351, 3.6436], [-0.4525, 2.0764, 0.8735], [5.3940, -5.9504, 0.0767], [2.2786, -0.4748, -1.8629], [5.8510, 1.2125, -1.2656], [1.0473, 2.7027, -1.9744], [2.0714, 2.9647, 2.0172], [-2.0070, -4.6144, 1.8190], [3.0209, 6.5555, 0.1145], [-0.9122, -3.1341, -0.2798], [-3.5639, 1.7482, -5.7729], [2.1444, -5.6572, -3.7072], [-0.9572, 1.5191, -3.3730], [-0.9249, -0.5523, 5.7857], [-6.6987, 5.3120, 2.6158], [4.6607, -2.8350, -0.2431], [-2.7341, -5.8925, -0.7015], [0.7951, -1.1477, 4.0612], [1.3786, -4.4648, 1.2812], [3.5597, -0.9213, -2.7253], [-2.9633, 0.8830, -4.6049], [1.4230, -3.3174, 2.5649], [1.4687, -1.8078, 0.3511], [-2.2138, 4.3206, -1.1081], [-0.3827, 1.1188, 5.5408], [-0.5871, -5.1958, 0.0807], [1.8294, 3.0878, 0.3859], [-1.4150, 3.1356, -2.8661], [-1.3371, 1.8154, -5.7713], [1.1922, 1.2790, -3.0029], [-2.6975, 4.4922, -4.9861], [1.1187, -5.7889, -1.3388], [-7.0782, 6.3026, 1.1863], [1.7308, -1.9084, 5.8851], [2.5975, 0.6150, 0.4497], [-3.7566, -3.0888, 1.0157]],
  "lowdin_charge": [0.756, 0.806, 0.198, 0.215, -0.333, -0.176, -0.310, -0.192, -0.353, -0.328, -0.147, -0.457, 0.077, -0.196, -0.415, -0.160, -0.354, 0.048, -0.358, -0.167, -0.183, 0.267, 0.069, 0.038, 0.030, 0.055, 0.025, 0.079, -0.129, -0.037, -0.302, -0.447, -0.150, -0.376, -0.061, -0.049, -0.414, -0.377, -0.025, -0.058, -0.121, -0.451, -0.088, -0.047, -0.420, -0.191, -0.164, -0.520, -0.156, -0.142, -0.093, -0.145, -0.149, -0.162, -0.088, -0.165, -0.006, -0.039, -0.130, -0.060, 0.082, 0.088, 0.108, 0.070, 0.085, 0.014, 0.076, 0.115, 0.093, 0.057, 0.126, 0.067, 0.081, 0.081, 0.081, 0.099, 0.084, 0.138, 0.077, 0.138, 0.074, 0.043, 0.086, 0.081, 0.074, 0.087, 0.094, 0.084, 0.114, 0.092, 0.067, 0.085, 0.087, 0.125, 0.128, 0.095, 0.022, 0.125, 0.088, 0.083, 0.063, 0.116, 0.006, 0.099, 0.062, 0.116, 0.128, 0.084, 0.056, 0.082, 0.057, 0.125, 0.068, 0.119, 0.102, 0.102, 0.054, 0.083, 0.080, 0.095, 0.120, 0.076, 0.109, 0.084, 0.114, 0.063, 0.106, -0.010, 0.051, 0.031, 0.058, 0.121, 0.115, 0.113, 0.105, 0.149, 0.083, 0.072, 0.108, 0.088, 0.073, 0.059, 0.149],
  "gap_ev": [8.08, 2.88],
  "homo_energy_ev": [-8.2, -8.1],
  "molar_mass_g_mol": 1004.8,
  "total_charge": 0,
  "multiplicity": 3
}

What is the formula in the first record? C31H38F6N4OP2Sn

Among the records above, which one has the highest multiplicity? C32H83CuKN7O17S2

Among the records above, which one has the lowest multiplicity? C31H38F6N4OP2Sn